# 1
Here is one molecule with the formula C4H9NO2 from the Open Molecules 2025 dataset. Energies are from wB97M-V/def2-TZVPD.

Summary:
- Structure (SMILES): C[C@@H](O)[C@H](N)C=O
- LUMO level: 0.21 eV
- Charge: 0
- Electronic energy: -362.9789 a.u.
- Maximum force: 0.118 Eh/bohr
- Relative energy (zero: lowest compared OMol25 entry of this formula, charge and spin): 66.9 kcal/mol

Each line ends with the natural charge from an NBO analysis.
Atoms and positions in Å:
H 0.6649 1.8134 0.4194  0.492
H -1.9113 -0.2885 -0.5623  0.354
H 1.5187 0.3115 -0.5792  0.195
C 0.4005 0.3521 -0.7586  0.077
H -0.8330 -0.6744 -2.1469  0.193
H 0.7272 -0.5221 -2.8940  0.232
H 0.0001 -1.4136 2.2431  0.151
C 0.3491 -0.6801 1.4714  0.422
N -1.6521 -0.8055 0.2396  -0.793
C -0.1623 -0.8443 0.0457  -0.199
H -1.8068 -0.1098 0.9384  0.353
H -0.3558 1.0131 -2.6278  0.236
O 1.3334 0.1053 1.8165  -0.556
O -0.0847 1.6384 -0.1849  -0.740
C -0.0034 0.0663 -2.2706  -0.646
H 0.0681 -1.8048 -0.4490  0.227

# 2
Here is a 2-piece molecular cluster, C3H10N2S overall from the Open Molecules 2025 dataset. Energies are from wB97M-V/def2-TZVPD.

Summary:
- Structure (SMILES): [H]/N=C/N.CCS
- LUMO level: 0.80 eV
- Charge: 0
- Electronic energy: -627.9739 a.u.
- Maximum force: 0.030 Eh/bohr
- Relative energy (zero: lowest compared OMol25 entry of this formula, charge and spin): 13.0 kcal/mol

Each line ends with the natural charge from an NBO analysis.
Atoms and positions in Å:
C -2.3706 0.5680 0.3077  0.276
H 0.3022 -0.4433 -0.1276  0.210
H -2.5682 0.9517 -1.5753  0.349
H 3.1511 0.5328 -0.1271  0.220
N -2.6088 0.2292 -0.8836  -0.727
H 1.1198 -0.5073 -1.5825  0.228
C 1.3217 -0.4018 -0.5207  -0.513
N -2.2910 -0.3521 1.3210  -0.811
H 1.9933 1.7613 -0.6874  0.219
H 1.8463 1.1281 0.9088  0.206
S 2.0452 -1.9115 0.2433  -0.074
H -2.0283 -1.2609 0.9670  0.389
H -1.7476 -0.1163 2.1320  0.382
H 2.1256 -2.6447 -0.8707  0.130
C 2.1046 0.8441 -0.1099  -0.631
H -2.3951 1.6225 0.6050  0.145

# 3
Here is a 5-piece molecular cluster, C15H35N5O5 overall from the Open Molecules 2025 dataset. Energies are from wB97M-V/def2-TZVPD.

Summary:
- Structure (SMILES): CN(C)C=O.CN(C)C=O.CN(C)C=O.CN(C)C=O.CN(C)C=O
- LUMO level: 0.06 eV
- Charge: 0
- Electronic energy: -1242.4260 a.u.
- Maximum force: 0.148 Eh/bohr
- Relative energy (zero: lowest compared OMol25 entry of this formula, charge and spin): 110.0 kcal/mol

Each line ends with the natural charge from an NBO analysis.
Atoms and positions in Å:
H 0.6794 -4.1827 -4.3869  0.214
H 1.8960 7.4590 3.0717  0.210
H -5.6374 1.4306 1.9159  0.218
C -3.3765 -1.0074 1.2812  -0.416
H 1.4886 0.7872 0.7612  0.210
H 3.9752 -2.0978 1.4440  0.196
H -2.7186 -0.1894 1.5747  0.194
H 1.2176 7.9133 1.5587  0.211
N 2.4578 6.1651 1.6269  -0.447
H 2.9737 8.1295 1.7055  0.194
O 3.7888 4.3565 2.0148  -0.611
H -3.9974 1.3685 1.7894  0.198
O -1.8236 -5.0067 -7.1050  -0.613
C 2.1070 5.7119 0.2670  -0.418
H 2.2500 4.6378 0.1489  0.231
H 2.7154 6.2060 -0.4906  0.193
C -5.7878 -1.3591 1.8822  0.520
H 4.4096 -4.4619 3.7841  0.117
H 1.1142 2.3235 0.2024  0.243
H -4.8582 1.2882 0.2975  0.199
N 0.2233 0.8668 -1.0064  -0.438
H 1.0481 5.9045 0.0947  0.204
H -1.0195 -0.7639 -0.9817  0.183
H 4.7235 -1.5104 2.8187  0.211
H -6.7830 -0.8968 1.9726  0.134
C 2.1267 7.5135 2.0078  -0.413
C 3.3589 -4.1359 3.8277  0.520
H -0.0859 1.2326 0.9950  0.185
H -3.2865 -3.6748 -5.4823  0.244
O 2.5059 -4.4885 4.6418  -0.642
N 3.1250 -3.1717 3.0396  -0.402
O -5.5549 -2.5705 2.1314  -0.629
C -0.0270 -3.3575 -4.4773  -0.415
C 3.2960 5.3750 2.4177  0.534
H 1.5261 -2.4073 1.8757  0.192
H 1.1051 -3.0065 3.4510  0.250
H 5.1081 -3.1182 2.1847  0.213
C -1.0739 -4.7479 -6.1907  0.522
O -0.4926 2.8496 -1.7842  -0.612
H -0.2975 -3.1097 -3.4509  0.200
N -1.2093 -3.7847 -5.2887  -0.433
H -0.0871 -5.2302 -6.2665  0.105
H 0.6166 -0.9684 -0.3925  0.210
H 3.4913 5.8107 3.4098  0.113
C 1.8601 -2.4334 2.9130  -0.425
C 4.2955 -2.4344 2.4300  -0.432
N -4.7888 -0.5215 1.4629  -0.434
H -3.1537 -1.2383 0.2395  0.191
H 1.9457 -1.4294 3.3285  0.202
H 0.4339 -2.5419 -5.0344  0.205
H -3.2056 -1.9467 1.8072  0.244
H -2.3984 -2.2015 -4.7443  0.196
C -4.8762 0.9222 1.3241  -0.418
C 0.0249 -0.5462 -1.2048  -0.409
C -0.3073 1.6648 -1.9425  0.531
H -2.6937 -3.6483 -3.8278  0.188
H -0.7212 1.1548 -2.8261  0.112
C -2.5009 -3.2827 -4.8364  -0.413
C 0.6936 1.3185 0.2380  -0.427
H 0.1808 -0.9180 -2.2175  0.212

# 4
Here is an isolated ion of composition C7H9IN3 and charge +1 from the Open Molecules 2025 dataset. Energies are from wB97M-V/def2-TZVPD.

Summary:
- LUMO level (spin up / spin down): -2.83 / -7.14 eV
- Charge: +1
- Electronic energy: -733.7426 a.u.
- Multiplicity: 3
- Maximum force: 0.085 Eh/bohr
- ⟨S²⟩: 2.008
- Relative energy (zero: lowest compared OMol25 entry of this formula, charge and spin): 0.0 kcal/mol

Each line ends with the Löwdin spin population.
Atoms and positions in Å:
C -0.2443 -0.9364 -1.1144  0.021
N 1.5278 0.3022 -0.2275  0.487
C -1.4498 -2.6324 0.1273  0.015
H -0.6730 1.4428 -0.2017  0.002
H 0.1553 -0.3881 -2.0612  0.001
C -0.8135 -2.1580 1.3396  -0.001
H -0.0483 2.9925 -0.8448  0.004
N 2.4771 2.2833 -0.4493  0.019
H -1.7466 -2.4674 -1.8641  0.000
H -2.0530 -3.4984 0.2467  0.001
C 0.1585 -1.2303 1.2459  0.016
C 1.3366 1.6272 -0.3807  0.053
N 0.0967 2.0512 -0.5096  0.046
H 0.7540 -0.8136 2.0436  0.004
I 3.3889 -0.5044 0.2149  1.300
C 0.4345 -0.6260 -0.0049  0.024
H 3.3774 1.9114 -0.5049  0.007
H 2.4431 3.2087 -0.5822  0.001
H -1.0124 -2.7190 2.1953  0.000
C -1.1893 -2.0423 -1.0765  0.002

# 5
Here is a 2-piece molecular cluster, C3H6NO2 overall from the Open Molecules 2025 dataset. Energies are from wB97M-V/def2-TZVPD.

Summary:
- LUMO level: 4.35 eV
- Charge: -1
- Electronic energy: -323.1671 a.u.
- Maximum force: 0.042 Eh/bohr
- Relative energy (zero: lowest compared OMol25 entry of this formula, charge and spin): 32.1 kcal/mol

Each line ends with the natural charge from an NBO analysis.
Atoms and positions in Å:
H -3.3715 -0.0922 1.5833  0.181
O 2.0843 -0.5232 0.0888  -0.790
C 1.5243 -0.8476 -0.9690  0.641
N -0.4289 1.1194 0.3964  -0.788
H -0.6703 1.3168 -0.5487  0.398
O 0.6634 -0.3049 -1.6989  -0.800
H -2.6326 -0.4496 -0.0786  0.195
H -1.0630 0.5133 2.2712  0.156
H 0.5638 1.1159 0.5510  0.420
H 1.8680 -1.7999 -1.5111  -0.029
C -2.5445 0.0367 0.8948  -0.649
C -1.3496 0.5742 1.2217  0.064

# 6
Here is one molecule with the formula C5H7NO2S from the Open Molecules 2025 dataset. Energies are from wB97M-V/def2-TZVPD.

Summary:
- LUMO level: -0.40 eV
- Charge: 0
- Electronic energy: -798.0150 a.u.
- Maximum force: 0.113 Eh/bohr
- Relative energy (zero: lowest compared OMol25 entry of this formula, charge and spin): 79.7 kcal/mol

Each line ends with the natural charge from an NBO analysis.
Atoms and positions in Å:
H 0.0727 0.0745 1.4113  0.270
C 1.0147 -0.4760 1.1175  -0.716
H -2.1195 1.8851 -0.9631  0.236
H 1.0732 -1.4982 1.6886  0.243
C -0.5990 -0.1454 -2.3031  0.369
S -1.5077 0.2531 -3.6438  -0.262
H -2.6306 0.3064 -0.2725  0.210
C 1.3836 -1.1101 -1.4682  0.535
C -1.7725 0.9061 -0.4600  -0.423
O 2.6062 -1.5063 -1.7566  -0.643
O 0.5811 -0.8793 -2.5426  -0.482
H 2.7176 -1.5661 -2.6752  0.506
N -0.8385 0.0807 -1.0462  -0.442
H 1.9321 0.1436 1.3816  0.248
H -1.4219 1.1838 0.5655  0.197
C 0.9427 -0.7288 -0.2717  0.156

# 7
Here is one molecule with the formula C3H5NOS2 from the Open Molecules 2025 dataset. Energies are from wB97M-V/def2-TZVPD.

Summary:
- Structure (SMILES): O=C1SCCN1S
- LUMO level: 0.52 eV
- Charge: 0
- Electronic energy: -1043.6031 a.u.
- Maximum force: 0.124 Eh/bohr
- Relative energy (zero: lowest compared OMol25 entry of this formula, charge and spin): 54.0 kcal/mol

Each line ends with the natural charge from an NBO analysis.
Atoms and positions in Å:
C -0.0686 -1.5141 0.2904  -0.224
S -2.1064 -0.1475 -0.1632  0.234
H 1.9061 -1.6417 -1.0982  0.250
C 0.2428 0.8743 0.0060  0.437
C 1.4350 -1.2579 -0.1254  -0.614
S 1.8310 0.4380 -0.0275  0.342
H -0.6382 -1.9957 -0.5103  0.242
O -0.2861 1.9438 0.1433  -0.568
H -0.3815 -1.7592 1.4238  0.210
H 2.0591 -1.8673 0.7493  0.233
H -2.3684 0.0930 1.2078  0.090
N -0.5053 -0.2347 -0.1275  -0.633

# 8
Here is C22H26ClN4NdO4Se as an isolated structure from the Open Molecules 2025 dataset. Energies are from wB97M-V/def2-TZVPD.

Summary:
- LUMO level (spin up / spin down): -6.45 / -6.45 eV
- Charge: +2
- Electronic energy: -4796.4452 a.u.
- Multiplicity: 4
- Maximum force: 0.040 Eh/bohr
- ⟨S²⟩: 3.758

Each line ends with the Löwdin spin population.
Atoms and positions in Å:
C -2.9604 1.5030 2.7444  0.000
C 0.7197 -2.8699 -1.1043  -0.003
C -2.2132 1.2988 -3.6753  0.000
C -2.8510 0.2298 -1.5492  0.000
H 3.9108 6.3620 0.6903  0.000
O -3.1368 1.1493 5.1346  0.000
H -1.7132 -3.9692 -3.2684  0.000
C 1.9266 3.6320 1.2717  0.000
C 1.2014 -5.6219 -1.1449  -0.002
C 2.5494 -2.5557 0.6276  -0.001
C -2.7057 0.1989 -2.9516  0.000
N -2.4775 1.4218 0.5532  0.000
C -0.3257 0.9553 3.2731  -0.001
H -2.8720 -0.7186 -3.4992  0.000
H -3.1256 -0.6246 -0.9766  0.000
N -1.3383 1.1272 1.2076  -0.006
H 1.2773 -7.6398 -0.4566  0.000
H 1.1384 3.9525 0.6317  0.000
O 0.3083 1.9560 3.5881  0.000
C -1.9146 2.4850 -2.9703  0.000
C 2.8491 4.7824 1.6268  0.000
C 1.7357 -3.4136 -0.2711  -0.001
C 1.9169 -4.7742 -0.3015  0.000
H -0.3802 -5.8065 -2.4783  0.000
H 1.2660 -7.4866 -2.2198  0.000
C 0.1963 -5.0710 -1.8908  0.000
C -2.4636 1.3540 -0.8791  0.000
H 3.0738 5.3770 -0.3876  0.000
H 2.4827 5.3285 2.4883  0.000
H 1.5161 3.2900 2.2321  0.000
C -0.0795 -3.6940 -1.8817  -0.002
H 3.8247 4.3918 1.8471  0.000
H 2.2603 6.4956 0.4362  0.000
H 2.7377 -7.1422 -1.4096  0.000
N 2.4722 2.3947 0.6011  -0.004
C -3.4703 1.6315 1.3968  0.000
Cl -5.0419 1.9272 0.8618  0.000
C -1.1743 -3.1635 -2.7596  -0.001
H 2.8654 -1.6591 0.1029  0.000
H -2.7543 0.3053 4.9559  0.000
H 2.7046 2.5237 -0.3720  0.000
H 3.3602 2.1500 1.0769  0.000
Se 0.5876 -0.9429 -1.3809  -0.033
C -1.6369 1.1474 2.5271  0.000
C 1.6395 -7.0639 -1.3241  0.000
H -0.7699 -2.5099 -3.5480  0.000
H -2.0119 1.1790 -4.7233  0.000
H 3.4688 -3.0065 1.0591  0.000
O 0.2037 -0.2381 3.1049  -0.007
H 2.6057 -5.1773 0.3948  0.000
O -4.5265 2.5573 4.1622  0.000
H -1.5886 3.3793 -3.4519  0.000
H -1.9637 -2.6286 -2.1847  0.000
C -3.6608 1.7636 4.0749  0.000
C -2.0001 2.4781 -1.5899  0.000
Nd 0.9545 0.1608 0.9679  3.060
H -1.6625 3.3669 -1.0586  0.000
N 3.0552 5.8097 0.5293  0.000
H 2.0105 -2.2876 1.5401  0.000